{"formula": "C9H23N6NaO10", "method": "the ωB97M-V functional and the def2-TZVPD basis", "orbital_gap_ev": 3.5, "molar_mass_g_mol": 398.30, "total_charge": -2, "e_lumo_ev": 3.83, "species": ["Na", "C", "O", "O", "O", "N", "O", "O", "O", "C", "O", "C", "C", "N", "C", "C", "O", "C", "H", "H", "H", "H", "H", "H", "H", "H", "H", "H", "H", "H", "H", "H", "H", "C", "O", "N", "N", "H", "H", "H", "H", "C", "O", "N", "N", "H", "H", "H", "H"], "coordinates": [[-10.916696, 17.212423, -22.327660], [-9.591776, 19.692572, -22.644768], [-10.183700, 19.350426, -23.752785], [-9.390544, 20.932831, -22.373412], [-9.169209, 18.786777, -21.812032], [-9.209172, 15.174489, -19.345606], [-7.987517, 14.900243, -19.390109], [-9.879323, 14.844236, -18.326316], [-9.749977, 15.756871, -20.313538], [-15.647557, 15.268646, -22.624316], [-14.846047, 14.267116, -23.193077], [-13.973330, 13.652928, -22.280316], [-12.929247, 14.594609, -21.637943], [-11.904079, 15.065622, -22.564657], [-10.786231, 14.110496, -22.776319], [-9.847056, 14.562675, -23.886852], [-9.175003, 15.706357, -23.417959], [-8.371905, 16.358542, -24.361756], [-16.274553, 15.021436, -21.760004], [-16.300129, 15.736542, -23.361577], [-15.032617, 16.100543, -22.261407], [-13.405701, 12.893071, -22.824819], [-14.402678, 13.091476, -21.439603], [-12.570865, 14.059257, -20.758955], [-13.420339, 15.493431, -21.266404], [-12.337158, 15.240855, -23.467680], [-11.298324, 13.207709, -23.142036], [-10.232684, 13.970235, -21.851384], [-10.481256, 14.760629, -24.762112], [-9.104244, 13.777274, -24.065327], [-8.060901, 17.316190, -23.943311], [-8.855454, 16.476705, -25.337225], [-7.435364, 15.784803, -24.488042], [-13.782090, 18.894650, -22.771199], [-13.294801, 18.239161, -21.839505], [-15.133203, 19.062983, -22.949691], [-12.985908, 19.498817, -23.664560], [-15.703950, 18.625931, -22.247498], [-15.476961, 19.792870, -23.536484], [-13.400172, 19.916429, -24.474384], [-11.952338, 19.425567, -23.600732], [-12.721278, 17.203464, -18.084376], [-13.686648, 17.893029, -17.688652], [-12.448911, 17.002430, -19.396748], [-11.804981, 16.707976, -17.221738], [-12.893357, 17.606053, -20.068919], [-11.631827, 16.445678, -19.618747], [-11.977347, 16.840761, -16.245071], [-11.092014, 16.059783, -17.547234]], "forces_ev_per_angstrom": [[1.1, 1.0, 0.4], [1.5, 1.5, 1.9], [-1.5, -1.1, -0.7], [-0.4, -0.5, -0.6], [-0.9, -0.5, -0.9], [1.2, -0.1, -0.3], [-1.0, 0.1, 0.1], [-0.2, 0.2, -0.3], [-0.3, -0.4, 0.7], [0.1, 1.6, 0.4], [-0.7, -0.4, 0.1], [1.7, -0.1, 0.7], [-1.0, 0.2, -0.6], [1.0, -0.1, 0.2], [-1.1, 0.0, -0.7], [0.0, 0.4, 1.2], [-1.0, 0.1, -0.1], [1.1, -0.1, 0.1], [0.1, -0.8, -0.1], [0.1, -0.5, -0.4], [0.1, 0.0, 0.0], [-0.2, 0.0, -0.3], [-0.9, 0.3, -0.2], [0.7, 0.2, -0.1], [-0.1, -0.2, 0.3], [-0.1, 0.0, 0.0], [0.7, -0.6, 0.3], [-0.1, 0.0, 0.1], [0.4, 0.1, -0.4], [-0.2, -0.2, -0.4], [-0.5, 0.1, 0.0], [-0.1, 0.1, 0.1], [-0.2, -0.1, -0.3], [1.6, 0.4, -0.1], [-0.8, -0.4, -0.3], [0.0, -0.8, 0.4], [-0.8, -0.1, -0.1], [-0.2, 0.3, 0.0], [-0.2, 0.1, 0.1], [0.1, 0.2, -0.1], [1.0, 0.2, -0.1], [-0.7, 1.6, 0.1], [0.5, -0.7, -0.3], [-0.2, -0.6, 0.6], [0.2, -0.5, 0.2], [0.0, 0.0, -0.1], [0.2, 0.3, -0.3], [-0.1, -0.1, 0.0], [0.1, 0.0, 0.1]]}


{"formula": "C9H23NNiO3Si2", "method": "the ωB97M-V functional and the def2-TZVPD basis", "orbital_gap_ev": [10.1, 4.9], "molar_mass_g_mol": 308.15, "multiplicity": 3, "total_charge": 2, "e_lumo_ev": [-7.07, -11.50], "species": ["C", "C", "C", "C", "N", "Si", "O", "Si", "C", "C", "C", "O", "C", "C", "O", "H", "H", "H", "H", "H", "H", "H", "H", "H", "H", "H", "H", "H", "H", "H", "H", "H", "H", "H", "H", "H", "H", "H", "Ni"], "coordinates": [[-1.048373, -2.214024, 1.770682], [-0.672901, -0.962794, 2.803437], [0.863584, -0.416666, 2.431682], [0.737216, 1.191357, 2.133948], [2.041519, 1.957962, 2.186839], [3.295111, 1.290696, 1.081227], [2.768630, 1.391820, -0.614613], [2.638698, -0.205646, -1.340719], [1.209256, -0.241410, -2.682303], [0.288071, 1.096149, -2.364161], [-1.281950, 0.931459, -2.885934], [-1.879337, -0.319997, -2.377388], [-2.632712, -0.061360, -1.110233], [-4.139229, -0.662542, -0.791457], [-2.046655, 0.667959, -0.149908], [-1.700092, -1.812430, 0.855310], [-1.694109, -2.967002, 2.429425], [-0.106820, -2.820141, 1.419745], [-0.781804, -1.257964, 3.941077], [-1.407329, -0.081972, 2.492873], [1.602715, -0.684451, 3.329208], [1.178633, -1.060507, 1.477922], [0.060042, 1.635027, 3.008759], [0.121766, 1.402771, 1.132860], [1.809617, 2.914551, 1.782402], [3.523887, -0.149271, 1.358269], [4.597966, 1.955337, 1.227772], [2.445178, -1.223439, -0.288733], [3.872241, -0.628598, -2.052086], [1.663549, -0.106427, -3.775486], [0.606428, -1.244842, -2.684970], [0.806602, 2.005199, -2.928312], [0.229240, 1.366717, -1.216880], [-1.890882, 1.864873, -2.464516], [-1.281461, 0.919574, -4.074433], [-4.828830, 0.258842, -0.578851], [-4.553553, -1.273656, -1.700584], [-4.080722, -1.287033, 0.213340], [-0.333191, -1.168122, -0.995210]], "forces_ev_per_angstrom": [[-0.3, -0.2, 1.4], [0.2, 0.4, -1.5], [-0.7, -0.7, 0.3], [-0.3, -1.1, 2.0], [-3.6, 0.3, -3.2], [2.3, -1.2, -2.9], [0.1, -2.1, 2.7], [0.2, 0.9, -1.5], [-0.3, 1.7, 0.0], [-0.8, 0.3, -0.6], [1.6, 2.4, -0.6], [-1.5, 1.0, 3.0], [1.4, 2.7, 4.2], [0.7, 0.1, -0.6], [-2.5, -4.2, -5.7], [1.3, -0.9, 1.8], [1.1, 1.5, -1.9], [-1.7, 1.2, 0.6], [0.2, 0.7, -2.5], [1.3, -1.9, 1.1], [-1.5, 0.9, -2.1], [-0.3, 1.8, 2.0], [1.2, -0.6, -1.8], [1.3, 0.0, 1.8], [0.4, -0.6, 1.5], [-0.5, 0.4, 0.2], [-0.5, 0.5, 0.1], [-0.5, 0.0, 0.2], [-0.1, 0.4, 0.3], [-1.1, -0.7, 2.4], [0.8, 1.1, -0.3], [-1.3, -1.9, 1.3], [0.2, -0.6, -2.2], [1.3, -2.2, -1.1], [-0.3, -0.3, 2.7], [1.5, -1.6, -0.5], [0.9, 1.1, 1.9], [0.0, 1.3, -2.3], [-0.3, 0.2, -0.2]]}


{"formula": "C9H23O11PS3", "method": "the ωB97M-V functional and the def2-TZVPD basis", "orbital_gap_ev": 9.9, "molar_mass_g_mol": 434.45, "smiles": "CCOC(=O)OP(O)(O)=S.CCOS(C)(=O)=O.CCOS(C)(=O)=O", "total_charge": 0, "e_lumo_ev": 0.16, "species": ["C", "C", "O", "C", "O", "O", "P", "O", "O", "S", "H", "H", "H", "H", "H", "H", "H", "O", "S", "O", "O", "C", "C", "C", "H", "H", "H", "H", "H", "H", "H", "H", "O", "S", "O", "O", "C", "C", "C", "H", "H", "H", "H", "H", "H", "H", "H"], "coordinates": [[2.798977, -0.773125, 4.365928], [1.630579, -1.158248, 3.507127], [0.544280, -1.480913, 4.397436], [-0.588403, -1.764350, 3.760507], [-0.718421, -2.505310, 2.820094], [-1.610414, -1.093853, 4.368936], [-3.039140, -1.102700, 3.626965], [-3.610867, -2.556234, 3.808831], [-3.889035, -0.243218, 4.638720], [-3.119778, -0.367235, 1.851074], [3.709469, -0.738562, 3.792715], [2.879606, -1.482134, 5.175906], [2.616104, 0.188437, 4.821377], [1.863886, -2.004194, 2.880243], [1.369517, -0.322532, 2.870418], [-4.564711, -2.477652, 3.719499], [-4.245556, 0.491305, 4.132704], [1.893063, 2.544454, 1.400596], [0.850323, 2.049958, 0.553247], [1.024226, 0.811033, -0.139868], [0.447901, 3.177859, -0.484192], [1.498553, 3.774441, -1.275656], [1.926688, 2.882282, -2.424373], [-0.666547, 1.992977, 1.435147], [2.339953, 4.035637, -0.632351], [1.075680, 4.701882, -1.654994], [2.428758, 1.985754, -2.063708], [2.614840, 3.421257, -3.075845], [1.062234, 2.562224, -3.005437], [-0.830355, 2.939674, 1.942285], [-0.583242, 1.185476, 2.155491], [-1.465166, 1.780690, 0.733733], [-2.431512, -1.314274, -4.049459], [-1.281923, -0.893917, -3.308945], [-0.773747, 0.432073, -3.471824], [-0.107065, -1.934493, -3.569309], [0.220378, -2.242790, -4.938636], [1.049820, -1.156028, -5.594065], [-1.509323, -1.230466, -1.600095], [-0.694354, -2.440674, -5.499148], [0.784770, -3.171745, -4.893985], [0.472555, -0.242062, -5.724594], [1.391212, -1.488445, -6.574559], [1.916358, -0.913730, -4.979739], [-1.852773, -2.253884, -1.483417], [-2.260296, -0.535556, -1.233082], [-0.567100, -1.069089, -1.081696]], "forces_ev_per_angstrom": [[-0.5, 0.0, 0.4], [0.8, -0.1, -0.1], [-0.6, 0.5, -0.2], [0.6, -1.0, -0.5], [-0.1, 0.8, 0.8], [-0.2, -0.5, 0.0], [-0.1, 0.7, -1.3], [0.4, -0.3, 0.4], [-0.1, 0.0, 0.6], [0.0, -0.2, 0.2], [0.3, 0.0, -0.2], [0.3, -0.4, 0.2], [0.1, 0.4, 0.1], [-0.1, -0.4, -0.2], [-0.4, 0.1, -0.2], [-0.4, -0.4, -0.1], [-0.2, 0.4, 0.0], [0.2, -0.1, 0.1], [-0.4, 0.3, -0.1], [0.2, -0.2, 0.1], [-0.1, 0.0, 0.2], [0.4, 0.1, -0.4], [-0.1, -0.2, 0.1], [0.1, 0.2, 0.0], [-0.1, -0.1, 0.1], [-0.2, 0.0, 0.1], [0.0, 0.0, 0.0], [0.0, 0.1, 0.0], [0.0, 0.0, 0.0], [0.0, 0.0, 0.0], [0.0, -0.1, 0.0], [0.0, 0.0, 0.0], [-0.1, 0.1, -0.2], [0.2, -0.3, 0.3], [-0.1, 0.2, -0.1], [0.0, 0.0, 0.1], [0.2, 0.0, -0.5], [-0.1, 0.2, 0.1], [0.1, 0.0, 0.1], [-0.1, 0.1, 0.1], [0.0, 0.0, 0.2], [0.0, 0.0, 0.0], [0.0, -0.1, 0.0], [0.0, -0.1, 0.0], [0.0, 0.0, 0.0], [0.0, 0.0, 0.0], [0.0, 0.1, 0.0]]}


{"formula": "C9H24AsN3SSbSe4V", "method": "the ωB97M-V functional and the def2-TZVPD basis", "orbital_gap_ev": [6.3, 5.8], "molar_mass_g_mol": 769.85, "multiplicity": 4, "total_charge": -1, "e_lumo_ev": [2.33, 1.90], "species": ["V", "C", "C", "N", "C", "C", "N", "C", "C", "N", "H", "H", "H", "H", "H", "H", "H", "H", "H", "H", "H", "H", "H", "H", "H", "Se", "Sb", "Se", "Se", "Se", "C", "As", "C", "C", "S", "H", "H", "H", "H", "H", "H", "H", "H", "H"], "coordinates": [[-1.035263, 1.203173, 0.035535], [1.476467, 0.872959, -1.622785], [1.004110, 2.339679, -1.700842], [-0.461594, 2.407100, -1.731649], [-1.056578, 1.923784, -2.992915], [-2.361826, 1.175650, -2.734688], [-2.263495, 0.302985, -1.560393], [-1.688155, -1.031358, -1.759770], [-0.182396, -0.959980, -1.988350], [0.451632, -0.020415, -1.038757], [2.368178, 0.828290, -0.998202], [1.757197, 0.502045, -2.612204], [1.455958, 2.829128, -2.572894], [1.321512, 2.868653, -0.802688], [-0.798765, 3.361282, -1.583682], [-0.328615, 1.288345, -3.496719], [-1.264916, 2.766592, -3.657041], [-2.655028, 0.616234, -3.633047], [-3.128227, 1.919192, -2.513933], [-3.166102, 0.210096, -1.105806], [-2.161034, -1.558959, -2.598723], [-1.886898, -1.588686, -0.842445], [0.033964, -0.644432, -3.008952], [0.245437, -1.957524, -1.861850], [0.898262, -0.570652, -0.302055], [-3.159530, 4.525653, -1.216284], [-2.393654, 3.418526, 0.820739], [0.558926, 1.584164, 1.911063], [-2.475318, 0.377009, 1.699802], [-3.067546, 4.558077, 2.774977], [-0.044525, -2.056068, 3.065253], [1.738464, -2.408201, 2.458474], [2.264332, -4.023635, 3.382803], [2.869279, -1.048723, 3.211373], [1.966957, -2.666939, 0.390540], [-0.693763, -2.859745, 2.722141], [-0.379455, -1.106562, 2.644396], [-0.048702, -2.001017, 4.153959], [2.152998, -3.887975, 4.458623], [3.301050, -4.244459, 3.136908], [1.632671, -4.841455, 3.042026], [2.791822, -1.072217, 4.298396], [2.519167, -0.087584, 2.833676], [3.893004, -1.242032, 2.895990]], "forces_ev_per_angstrom": [[0.0, -0.1, 0.0], [0.0, 0.0, 0.0], [0.0, 0.0, 0.0], [0.0, 0.0, 0.0], [0.0, 0.0, 0.0], [0.0, 0.0, 0.0], [0.0, 0.0, 0.0], [0.0, 0.0, 0.0], [0.0, 0.0, 0.0], [-0.1, 0.1, 0.0], [0.0, 0.0, 0.0], [0.0, 0.0, 0.0], [0.0, 0.0, 0.0], [0.0, 0.0, 0.0], [0.0, 0.0, 0.0], [0.0, 0.0, 0.0], [0.0, 0.0, 0.0], [0.0, 0.0, 0.0], [0.0, 0.0, 0.0], [0.0, 0.0, 0.0], [0.0, 0.0, 0.0], [0.0, 0.0, 0.0], [0.0, 0.0, 0.0], [0.0, 0.0, 0.0], [0.0, 0.0, 0.0], [0.0, 0.0, 0.0], [0.0, 0.1, -0.1], [-0.1, 0.0, 0.0], [0.0, 0.0, 0.0], [0.0, 0.0, 0.0], [0.0, 0.0, 0.0], [0.0, 0.0, 0.0], [0.0, 0.0, 0.0], [0.0, 0.0, 0.0], [0.0, 0.0, 0.0], [0.0, 0.0, 0.0], [0.0, 0.0, 0.0], [0.0, 0.0, 0.0], [0.0, 0.0, 0.0], [0.0, 0.0, 0.0], [0.0, 0.0, 0.0], [0.0, 0.0, 0.0], [0.0, 0.0, 0.0], [0.0, 0.0, 0.0]]}


{"formula": "C9H24FLi2O3", "method": "the ωB97M-V functional and the def2-TZVPD basis", "orbital_gap_ev": 7.3, "molar_mass_g_mol": 213.17, "total_charge": 1, "e_lumo_ev": -4.92, "species": ["Li", "Li", "F", "C", "C", "C", "O", "H", "H", "H", "H", "H", "H", "H", "H", "C", "C", "C", "O", "H", "H", "H", "H", "H", "H", "H", "H", "C", "C", "C", "O", "H", "H", "H", "H", "H", "H", "H", "H"], "coordinates": [[1.234476, -0.684920, 2.434505], [2.999409, -0.485036, 0.342240], [1.150778, -0.268777, 0.551579], [1.851288, 2.887493, -0.969118], [1.351582, 3.087683, 0.454146], [1.108252, 4.520032, 0.760994], [0.156888, 2.356022, 0.656400], [2.024021, 1.825379, -1.192441], [2.788034, 3.417304, -1.164947], [1.105752, 3.217545, -1.693906], [2.136044, 2.701122, 1.137972], [0.550166, 5.007127, -0.041000], [2.058474, 5.056112, 0.831391], [0.593623, 4.662486, 1.709742], [0.389176, 1.422034, 0.583297], [-0.618665, -3.523743, 0.588933], [0.028917, -3.317403, 1.944531], [1.542876, -3.403737, 1.919499], [-0.325722, -2.002678, 2.502018], [-0.666596, -4.585488, 0.362618], [-0.096520, -2.940911, -0.170880], [-1.638864, -3.135023, 0.607630], [-0.334936, -4.082572, 2.636012], [1.940892, -3.417136, 2.939693], [2.008762, -2.541786, 1.403423], [1.893803, -4.286266, 1.390828], [-1.217566, -2.088011, 2.852603], [-2.260476, 0.336124, -3.280125], [-1.643548, 0.315987, -1.907765], [-2.589552, -0.231734, -0.849697], [-0.418856, -0.448577, -1.971966], [-3.104758, 1.015883, -3.317657], [-2.624075, -0.681308, -3.499317], [-1.524758, 0.503590, -4.064144], [-1.372254, 1.346716, -1.626266], [-3.570580, 0.242281, -0.869083], [-2.169584, -0.102535, 0.152170], [-2.745258, -1.302727, -1.026862], [0.009346, -0.390568, -1.117062]], "forces_ev_per_angstrom": [[-1.4, -0.1, -0.6], [-1.0, 0.3, -0.7], [1.9, -0.4, 1.1], [0.2, -0.2, -0.3], [0.5, -0.8, -0.3], [0.2, 1.1, 0.1], [-0.1, -0.1, 0.3], [0.0, 0.0, 0.1], [-0.1, 0.1, 0.1], [0.0, 0.1, 0.1], [-0.1, 0.1, 0.0], [-0.2, -0.1, 0.1], [0.0, -0.1, 0.0], [-0.1, -0.1, 0.0], [-0.2, -0.1, -0.2], [-0.1, 0.6, 0.3], [-0.1, 0.1, 0.0], [0.3, 0.4, 0.4], [0.7, -0.5, 0.0], [0.2, 0.0, -0.3], [0.0, -0.2, -0.2], [0.0, -0.1, 0.0], [0.0, 0.1, 0.1], [0.0, -0.2, -0.1], [-0.3, -0.1, -0.1], [-0.1, -0.1, 0.0], [0.0, 0.3, 0.0], [0.0, -1.4, -0.2], [0.5, 0.7, 0.3], [0.1, -0.4, 0.0], [-0.5, 0.0, -0.3], [0.0, 0.2, -0.2], [-0.2, 0.2, 0.1], [0.0, 0.5, 0.1], [-0.1, -0.1, 0.0], [0.1, 0.2, -0.1], [0.0, 0.0, 0.0], [0.0, 0.1, 0.0], [0.1, 0.0, 0.3]]}


no.,maximum force (eV Å⁻¹)
1,2.8
2,7.5
3,1.5
4,0.1
5,2.2